Formula: C39H27As2Cl5HfNO5SbSe4
Source: the OMol25 dataset
Level of theory: ωB97M-V/def2-TZVPD

HOMO energy	-1.2	eV
M	1532.85	g mol⁻¹

The geometry in ORCA input format:
```
! RIJCOSX wB97M-V def2-TZVPD def2/J DEFGRID3
* xyz -2 1
Hf 0.140 -0.411 -1.751
C -0.262 1.176 2.085
C -1.575 0.364 1.874
As -0.977 -1.074 0.614
C -2.498 -2.289 0.680
C -2.320 -3.668 0.659
C -3.383 -4.512 0.938
C -4.628 -3.987 1.260
C -4.810 -2.612 1.288
C -3.749 -1.763 0.996
C 0.036 -1.974 2.026
C 1.387 -1.678 2.139
C 2.080 -1.949 3.314
C 1.415 -2.497 4.397
C 0.055 -2.771 4.304
C -0.633 -2.506 3.131
As 0.175 1.620 0.185
C -0.394 3.491 0.547
C 0.535 4.465 0.894
C 0.114 5.655 1.475
C -1.232 5.889 1.718
C -2.160 4.912 1.391
C -1.741 3.718 0.823
C 2.092 1.994 0.084
C 2.601 2.735 -0.975
C 3.897 3.230 -0.914
C 4.694 2.983 0.193
C 4.187 2.248 1.255
C 2.888 1.763 1.203
H 0.463 0.593 2.649
H -0.388 2.127 2.593
H -2.341 1.009 1.434
H -1.992 -0.089 2.772
H -1.349 -4.094 0.438
H -3.228 -5.583 0.899
H -5.453 -4.648 1.492
H -5.773 -2.185 1.538
H -3.919 -0.691 1.027
H 1.902 -1.209 1.311
H 3.136 -1.713 3.374
H 1.948 -2.702 5.318
H -0.482 -3.173 5.155
H -1.698 -2.694 3.091
H 1.592 4.315 0.732
H 0.854 6.396 1.752
H -1.552 6.821 2.166
H -3.217 5.051 1.584
H -2.503 2.969 0.634
H 1.989 2.961 -1.839
H 4.277 3.811 -1.744
H 5.705 3.368 0.237
H 4.788 2.067 2.138
H 2.497 1.218 2.054
Se 2.814 -5.795 -5.501
Sb 1.031 -4.647 -4.203
Se 0.786 -1.823 -3.765
Se -0.076 -2.919 -1.880
Se -0.919 -5.309 -5.561
O -5.906 3.217 -1.104
C -5.061 2.446 -0.658
O -4.755 2.114 0.516
C -4.089 1.670 -1.562
C -4.278 0.309 -1.786
C -3.213 -0.484 -2.162
N -1.974 -0.005 -2.234
C -1.770 1.349 -2.045
C -2.822 2.201 -1.840
C -0.366 2.012 -2.513
O -0.251 3.213 -2.605
O 0.524 1.192 -3.037
H -5.255 -0.137 -1.655
H -3.303 -1.539 -2.394
H -2.634 3.266 -1.872
Cl 6.104 -3.949 -4.121
C 5.070 -2.992 -3.144
C 4.849 -1.650 -3.433
Cl 5.689 -0.925 -4.759
C 3.945 -0.901 -2.694
Cl 3.621 0.721 -3.172
C 3.215 -1.433 -1.608
O 2.195 -0.767 -1.100
C 3.581 -2.747 -1.249
Cl 3.040 -3.427 0.241
C 4.407 -3.535 -2.050
Cl 4.614 -5.205 -1.690
*
```

Atomic partial charges in e from the Löwdin method, atoms 1 to 6: atom 1 (Hf): 0.746, atom 2 (C): -0.345, atom 3 (C): -0.362, atom 4 (As): 1.167, atom 5 (C): -0.396, atom 6 (C): -0.141

***

Formula: C39H29AsF5N3O7STeTi
Source: the OMol25 dataset
Level of theory: ωB97M-V/def2-TZVPD

ΔE to the lowest compared entry with this formula, charge and spin	0.0000	eV
HOMO energy	-8.6	eV
M	1029.12	g mol⁻¹

The geometry in ORCA input format:
```
! RIJCOSX wB97M-V def2-TZVPD def2/J DEFGRID3
* xyz 0 1
Ti 1.558 0.698 -0.765
O -2.529 4.436 -1.867
C -1.861 4.201 -2.962
C -2.398 4.649 -4.197
C -1.679 4.413 -5.373
C -0.493 3.688 -5.399
C 0.031 3.211 -4.191
C -0.682 3.441 -3.007
C -0.094 2.784 -1.781
O 0.852 1.906 -2.016
N -0.471 3.028 -0.557
N 0.382 2.258 0.251
C 0.399 2.625 1.495
C 1.354 2.153 2.392
C 1.373 2.703 3.677
C 2.398 2.465 4.514
C 3.444 1.689 4.151
C 3.478 1.075 2.913
C 2.405 1.272 2.023
O 2.374 0.647 0.831
H -2.019 4.130 -1.089
H -3.306 5.250 -4.261
H -2.044 4.834 -6.299
H -0.014 3.510 -6.342
H 0.953 2.592 -4.055
H -0.176 3.496 1.824
H 0.483 3.258 3.989
H 2.365 2.918 5.521
H 4.193 1.457 4.879
H 4.317 0.498 2.609
F 5.584 0.677 -0.466
Te 4.906 0.499 -2.120
F 6.539 0.032 -2.566
F 4.611 0.522 -3.916
F 4.465 -1.277 -1.790
F 5.207 2.280 -2.281
O 3.216 0.899 -1.695
O -0.754 -4.663 -3.590
S -1.227 -3.666 -2.689
O -2.231 -4.065 -1.715
N 0.017 -2.959 -1.912
C 0.051 -1.670 -2.128
O 0.924 -0.901 -1.497
C -1.034 -1.154 -2.983
C -1.420 0.159 -3.166
C -2.644 0.374 -3.873
C -3.338 -0.721 -4.340
C -2.917 -2.025 -4.231
C -1.825 -2.203 -3.447
H -0.859 1.015 -2.877
H -3.015 1.411 -3.964
H -4.246 -0.555 -4.909
H -3.548 -2.791 -4.612
C 2.939 -4.741 1.273
C 1.588 -4.944 1.037
C 0.667 -3.907 1.246
C 1.022 -2.679 1.768
C 2.403 -2.484 1.949
C 3.350 -3.479 1.686
As -0.070 -1.024 1.673
C -1.869 -1.666 1.220
C -2.452 -2.840 1.632
C -3.702 -3.238 1.142
C -4.366 -2.442 0.255
C -3.856 -1.208 -0.053
C -2.605 -0.806 0.423
C -0.484 -0.471 3.530
C 0.370 -0.797 4.587
C 0.075 -0.249 5.848
C -0.929 0.686 6.068
C -1.690 1.045 4.969
C -1.505 0.471 3.752
H 3.633 -5.522 1.115
H 1.258 -5.886 0.646
H -0.346 -4.107 1.003
H 2.770 -1.536 2.362
H 4.395 -3.261 1.742
H -1.944 -3.563 2.239
H -4.078 -4.249 1.407
H -5.321 -2.748 -0.185
H -4.372 -0.584 -0.773
H -2.096 0.066 0.096
H 1.213 -1.443 4.525
H 0.632 -0.608 6.713
H -1.101 1.168 7.013
H -2.473 1.772 5.046
H -2.107 0.772 2.905
*
```

Atomic partial charges in e from the Löwdin method, atoms 1 to 6: atom 1 (Ti): 1.173, atom 2 (O): 0.100, atom 3 (C): -0.303, atom 4 (C): 0.004, atom 5 (C): -0.081, atom 6 (C): -0.073

***

Formula: C39H30AlBrF15GeN2P2S
Source: the OMol25 dataset
Level of theory: ωB97M-V/def2-TZVPD

ΔE to the lowest compared entry with this formula, charge and spin	0.2786	eV
HOMO energy	-10.7	eV
M	1085.16	g mol⁻¹

The geometry in ORCA input format:
```
! RIJCOSX wB97M-V def2-TZVPD def2/J DEFGRID3
* xyz 1 1
Al -0.568 -0.269 -1.360
C -3.798 -0.365 0.929
P -2.987 0.395 -0.531
C -3.284 2.142 -0.015
C -4.265 0.058 -1.838
C -3.749 0.315 -3.253
P -2.029 -0.364 -3.475
C -2.368 -2.100 -3.923
C -1.589 0.333 -5.113
H -4.597 0.288 1.269
H -3.048 -0.462 1.710
H -4.213 -1.346 0.707
H -4.357 2.338 0.010
H -2.790 2.889 -0.628
H -2.872 2.226 0.992
H -5.180 0.626 -1.647
H -4.508 -1.005 -1.736
H -3.733 1.388 -3.475
H -4.405 -0.155 -3.995
H -2.990 -2.148 -4.817
H -2.859 -2.608 -3.095
H -1.419 -2.601 -4.116
H -2.390 0.149 -5.828
H -0.679 -0.156 -5.456
H -1.403 1.402 -5.039
Br 1.449 -0.953 -2.917
C 1.457 -2.787 -2.333
C 2.476 -3.612 -2.715
C 2.424 -4.962 -2.337
C 1.357 -5.431 -1.623
C 0.303 -4.577 -1.229
C -0.818 -5.053 -0.520
C -1.816 -4.197 -0.149
C -1.716 -2.835 -0.451
C -0.657 -2.286 -1.147
C 0.356 -3.193 -1.560
H 3.302 -3.246 -3.306
H 3.225 -5.621 -2.633
H 1.302 -6.472 -1.348
H -0.876 -6.104 -0.284
H -2.678 -4.559 0.393
H -2.502 -2.168 -0.131
F 4.324 0.021 1.608
C 3.745 -1.136 1.968
C 2.382 -1.135 2.177
C 1.762 -2.343 2.438
F 0.428 -2.338 2.574
C 2.479 -3.523 2.564
F 1.860 -4.675 2.819
C 3.865 -3.489 2.423
F 4.574 -4.602 2.572
C 4.506 -2.292 2.102
F 5.824 -2.268 1.923
Ge 1.259 0.508 2.239
S -0.362 0.443 0.791
C 2.427 2.127 2.299
C 3.416 2.132 3.265
F 3.464 1.079 4.095
C 4.327 3.171 3.388
F 5.288 3.130 4.302
C 4.225 4.267 2.531
F 5.091 5.267 2.624
C 3.204 4.306 1.588
F 3.072 5.353 0.769
C 2.322 3.235 1.487
F 1.347 3.279 0.571
C 0.326 0.633 3.997
C -0.519 1.718 4.147
F -0.567 2.604 3.134
C -1.292 1.913 5.281
F -2.113 2.960 5.372
C -1.209 0.984 6.317
F -1.961 1.132 7.403
C -0.339 -0.099 6.208
F -0.247 -0.983 7.197
C 0.418 -0.256 5.050
F 1.266 -1.282 4.947
C -1.860 4.625 -2.984
C -0.826 3.619 -2.655
C 0.545 3.698 -2.504
C 0.980 2.419 -2.148
N -0.072 1.591 -2.093
N -1.146 2.337 -2.415
C 2.376 2.023 -1.853
H -1.412 5.604 -3.107
H -2.598 4.684 -2.185
H -2.381 4.368 -3.905
H 1.155 4.570 -2.609
H -2.069 1.931 -2.353
H 2.956 2.906 -1.601
H 2.838 1.555 -2.721
H 2.409 1.317 -1.023
*
```

Atomic partial charges in e from the Löwdin method, atoms 1 to 6: atom 1 (Al): -0.340, atom 2 (C): -0.238, atom 3 (P): 0.808, atom 4 (C): -0.225, atom 5 (C): -0.370, atom 6 (C): -0.376